# 1
DFT (wB97M-V/def2-TZVPD) results for a structure of composition C3H8N2S at a distorted geometry.

HOMO energy (alpha / beta)	-8.2045 / -8.2037	eV
DFT total energy	-626.6582	Ha
gap between HOMO and LUMO (alpha / beta)	8.2 / 8.2	eV
energy relative to the best compared isomer or geometry (same formula, charge and spin)	103.6	kcal/mol

Geometry as XYZ:
```
14
Properties=species:S:1:pos:R:3:forces:R:3:mulliken_charge:R:1
C 2.7053 -0.9651 0.2085 1.63 1.48 1.96 -0.313
C -1.7187 1.2358 0.5766 0.94 -0.56 -1.01 -0.738
C -0.8209 -0.6404 -0.8543 -1.88 0.44 3.17 -0.741
N 1.7306 -0.2314 -0.0792 -0.66 -0.12 -0.97 -0.164
N -0.9801 0.7528 -0.6455 2.42 2.49 0.10 -0.419
S 1.1903 1.2612 -0.2092 -2.05 -0.51 0.23 0.009
H 2.6882 -2.0365 0.0049 -0.06 0.16 0.18 0.262
H 3.5616 -0.4919 0.8526 -0.98 -1.14 -1.50 0.197
H -1.5065 2.3062 0.7492 -0.33 -0.52 -0.43 0.261
H -2.7975 1.0195 0.5221 0.29 0.30 -0.52 0.316
H -1.3849 0.7161 1.4440 0.43 -0.54 1.01 0.352
H -0.5249 -0.9202 -1.8161 1.03 -0.18 -1.31 0.254
H -0.2757 -1.1009 0.0095 -0.24 -0.30 -0.96 0.345
H -1.8668 -0.9051 -0.7632 -0.53 -0.99 0.05 0.379
```
Forces are in eV/Å.

---

# 2
DFT (wB97M-V/def2-TZVPD) results for a cluster of 3 separate species, C3H8N3 in total at a distorted geometry.

HOMO energy	-11.2626	eV
DFT total energy	-282.9410	Ha
gap between HOMO and LUMO	6.1	eV
charge	+1
energy relative to the best compared isomer or geometry (same formula, charge and spin)	139.8	kcal/mol

Geometry as XYZ:
```
14
Properties=species:S:1:pos:R:3:forces:R:3:mulliken_charge:R:1
C -3.4500 1.0936 -2.1547 -2.85 -0.63 3.02 0.072
C -3.4385 -0.3433 -0.6430 1.75 0.47 -4.53 -0.070
C 6.1940 0.4987 3.0598 0.46 -0.04 1.18 -0.205
N -2.8155 1.4835 -3.0929 0.99 -0.99 -0.37 -0.278
N 5.9315 -0.6169 2.5523 -0.32 -0.78 0.74 -0.473
N -3.4603 -1.5747 -1.0143 -1.87 -2.08 3.16 -0.261
H -4.4840 1.3837 -1.7439 1.70 0.08 -1.01 0.287
H -3.7433 0.0282 0.3105 -0.58 -0.32 0.67 0.338
H 6.5122 0.5970 4.1264 -0.12 -0.62 -0.71 0.219
H 6.1854 1.4600 2.6035 -0.34 0.81 -0.96 0.229
H 5.5585 -0.6604 1.6104 0.33 0.64 -0.24 0.230
H -1.9399 1.0613 -3.4359 -0.35 0.47 0.32 0.314
H -3.1096 -2.1074 -1.8238 -0.03 1.44 -0.12 0.280
H -3.9404 -2.3031 -0.3547 1.24 1.55 -1.14 0.318
```
Forces are in eV/Å.

---

# 3
DFT (wB97M-V/def2-TZVPD) results for the ion C3H8N3 with charge +1 at a distorted geometry.

HOMO energy	-14.8382	eV
DFT total energy	-283.0287	Ha
SMILES	C[N+]1=NNCC1
gap between HOMO and LUMO	10.6	eV
charge	+1
energy relative to the best compared isomer or geometry (same formula, charge and spin)	84.8	kcal/mol

Geometry as XYZ:
```
14
Properties=species:S:1:pos:R:3:forces:R:3:mulliken_charge:R:1
C 1.5422 0.5266 -0.3573 -4.04 1.78 -1.99 -0.560
C 0.6162 0.0918 0.7874 3.16 -0.15 0.64 -0.281
C -2.0445 -0.5087 0.6608 4.55 3.51 1.25 -0.712
N -0.3971 -0.2793 -1.2392 0.92 -0.36 -0.21 -0.371
N 0.8501 -0.1046 -1.5406 -0.01 -0.16 -1.52 -0.010
N -0.5435 -0.1393 0.0096 -4.68 -1.67 0.71 0.424
H 1.3836 1.5936 -0.6254 0.60 -0.29 0.81 0.267
H 2.4959 0.2546 -0.3945 4.03 -1.00 0.48 0.354
H 1.0868 -0.8431 1.3278 -1.47 1.62 -0.83 0.298
H 0.4917 0.9720 1.4432 -0.08 -0.86 0.11 0.293
H -2.4337 0.5200 0.7061 -0.86 -0.88 -0.66 0.338
H -1.7754 -0.6958 1.7173 -0.24 -0.62 -0.67 0.315
H -2.4119 -1.3009 0.0993 -1.03 -0.99 -0.91 0.329
H 1.1398 -0.0869 -2.5945 -0.86 0.07 2.80 0.317
```
Forces are in eV/Å.

---

# 4
DFT (wB97M-V/def2-TZVPD) results for a cluster of 2 separate species, C3H8N3 in total at a distorted geometry.

HOMO energy	-13.2449	eV
DFT total energy	-282.9818	Ha
gap between HOMO and LUMO	9.9	eV
charge	+1
energy relative to the best compared isomer or geometry (same formula, charge and spin)	114.2	kcal/mol

Geometry as XYZ:
```
14
Properties=species:S:1:pos:R:3:forces:R:3:mulliken_charge:R:1
C 1.6021 -0.1832 0.5229 -3.46 0.25 -0.87 -0.201
C 1.4157 -0.5828 -0.9485 -0.80 1.61 1.37 -0.286
C -1.2827 0.3621 0.3460 -2.04 0.52 -0.40 -0.356
N -2.3159 0.8888 0.1593 0.87 0.60 0.06 0.496
N -3.4803 1.5498 0.0271 -0.63 0.62 -0.50 -0.697
N 1.8576 -1.5317 0.1134 2.00 -2.99 -0.17 -0.243
H 2.4585 0.3124 0.7718 2.04 1.39 0.56 0.356
H 0.6497 0.0557 1.0816 1.40 -0.74 -0.59 0.134
H 0.3636 -0.6450 -1.3407 1.32 -0.39 0.74 0.269
H 2.1441 -0.0946 -1.5812 0.31 -0.92 -0.23 0.297
H 2.9017 -1.8860 0.1447 -2.74 0.89 -0.25 0.331
H 1.1996 -2.2791 0.4294 0.59 0.82 -0.54 0.349
H -3.9509 1.6666 0.9282 0.33 0.08 -0.61 0.264
H -3.5628 2.3670 -0.6541 0.81 -1.75 1.42 0.286
```
Forces are in eV/Å.

---

# 5
DFT (wB97M-V/def2-TZVPD) results for a structure of composition C3H8N3 at a distorted geometry.

HOMO energy (alpha / beta)	-14.3916 / -14.3919	eV
DFT total energy	-282.9418	Ha
gap between HOMO and LUMO (alpha / beta)	9.7 / 9.7	eV
charge	+1
energy relative to the best compared isomer or geometry (same formula, charge and spin)	139.3	kcal/mol

Geometry as XYZ:
```
14
Properties=species:S:1:pos:R:3:forces:R:3:mulliken_charge:R:1
C 1.7269 -0.5515 -0.4163 -3.18 3.45 1.17 -0.421
C 1.5319 0.2327 0.8460 0.51 0.13 -0.58 -0.384
C -0.6932 0.9045 -0.4545 1.92 1.57 2.53 -0.359
N -1.5244 0.2178 0.4100 -0.84 0.98 3.23 -0.010
N -2.2866 -0.6801 0.0984 -0.43 -1.56 -3.92 -0.138
N 0.2546 -0.0272 0.2007 2.91 -0.78 -0.93 -0.089
H 1.8010 0.1175 -1.2377 0.81 -0.07 -0.89 0.272
H 1.9752 -1.5533 -0.4963 -0.04 -1.81 0.04 0.319
H 1.6731 -0.2926 1.7637 -0.13 -0.35 0.54 0.268
H 2.0276 1.2037 0.8610 -0.63 0.16 -0.06 0.271
H -0.8174 0.6867 -1.4552 -0.20 0.07 -2.39 0.423
H -0.6993 1.9804 -0.0619 0.47 -1.29 -1.30 0.291
H -2.3067 -1.0484 -0.9127 -0.28 0.35 1.87 0.287
H -2.6628 -1.1899 0.8548 -0.88 -0.84 0.70 0.270
```
Forces are in eV/Å.

---

# 6
DFT (wB97M-V/def2-TZVPD) results for a cluster of 2 separate species, C3H8N3O in total at a distorted geometry.

HOMO energy (alpha / beta)	-11.9599 / -11.9679	eV
DFT total energy	-358.2475	Ha
gap between HOMO and LUMO (alpha / beta)	7.9 / 7.9	eV
charge	+1
energy relative to the best compared isomer or geometry (same formula, charge and spin)	93.5	kcal/mol

Geometry as XYZ:
```
15
Properties=species:S:1:pos:R:3:forces:R:3:mulliken_charge:R:1
C 2.6190 1.0275 0.2346 0.53 -1.59 0.18 -0.149
C -1.6030 0.1361 0.4905 2.01 0.21 -0.10 0.315
C 0.5642 -0.9586 0.3221 -0.03 5.66 3.99 -0.143
N 1.3613 1.0146 0.2381 -0.26 -2.23 0.33 -0.446
N -2.5232 0.8053 -0.0881 -2.18 2.35 -3.38 -0.340
N -0.6950 -0.5620 -0.0963 0.69 -1.36 -5.30 -0.166
O 1.1577 -1.6788 -0.5495 2.05 -2.85 -0.46 -0.428
H 3.2263 1.9373 0.2912 -0.43 0.19 -0.18 0.293
H 3.3019 0.0920 0.2207 -1.11 1.00 -0.05 0.133
H -1.3614 0.2865 1.4910 -0.56 0.06 2.11 0.325
H 0.5351 -0.9365 1.4385 1.14 -1.11 -0.86 0.374
H -3.1688 1.3985 0.4119 0.15 -0.27 0.54 0.284
H -2.5284 1.1085 -1.1221 0.29 -1.34 2.07 0.269
H -0.5594 -0.6296 -1.1626 -1.54 0.45 1.65 0.257
H 1.8135 -2.3178 -0.1641 -0.76 0.83 -0.53 0.423
```
Forces are in eV/Å.

---

# 7
DFT (wB97M-V/def2-TZVPD) results for a cluster of 2 separate species, C3H8N3O in total at a distorted geometry.

HOMO energy	-14.0952	eV
DFT total energy	-358.3149	Ha
gap between HOMO and LUMO	9.3	eV
charge	+1
energy relative to the best compared isomer or geometry (same formula, charge and spin)	51.2	kcal/mol

Geometry as XYZ:
```
15
Properties=species:S:1:pos:R:3:forces:R:3:mulliken_charge:R:1
C 1.7125 0.9505 0.2610 -0.89 -0.82 -0.26 -0.464
C 2.1506 -0.4733 -0.0986 1.99 0.43 -0.04 -0.347
C 0.1073 0.7461 0.1300 4.67 0.76 -0.04 0.488
N 0.9824 -1.2521 -0.2404 -0.99 -0.99 -0.40 -0.326
N -0.0701 -0.6293 -0.0676 -0.72 -1.66 -0.31 -0.052
N -2.7756 -0.4170 -0.1322 -0.84 2.15 -1.71 -0.496
O -0.8084 1.4926 0.1383 -1.49 1.06 0.10 -0.574
H 1.9574 0.9478 1.3139 -0.31 0.95 0.48 0.271
H 2.2726 1.7541 -0.2622 -1.01 -0.38 0.28 0.360
H 2.8104 -0.5945 -1.0255 -0.84 0.02 1.38 0.319
H 2.6263 -0.9768 0.8007 0.08 0.44 -1.25 0.282
H -2.1160 -1.1672 -0.0633 0.49 -0.88 0.04 0.383
H -3.6513 -0.5750 0.4046 0.99 0.57 0.03 0.360
H -2.1248 0.4887 -0.0289 -1.36 -1.02 0.87 0.405
H -3.0733 -0.2946 -1.1298 0.23 -0.63 0.84 0.392
```
Forces are in eV/Å.

---

# 8
DFT (wB97M-V/def2-TZVPD) results for the ion C3H8N3O with charge +1 at a distorted geometry.

HOMO energy	-14.8642	eV
DFT total energy	-358.2534	Ha
SMILES	N/C(O)=[NH+]/N1CC1
gap between HOMO and LUMO	10.7	eV
charge	+1
energy relative to the best compared isomer or geometry (same formula, charge and spin)	89.8	kcal/mol

Geometry as XYZ:
```
15
Properties=species:S:1:pos:R:3:forces:R:3:mulliken_charge:R:1
C 1.4827 -0.4668 0.5743 -0.72 -0.63 -1.35 0.534
C -2.1549 0.2350 -0.1249 -0.28 -0.02 -2.44 -0.326
C -1.2676 1.3052 -0.7969 -1.13 0.04 -2.96 -0.291
N 2.4478 -1.4126 0.3874 -0.48 2.74 2.21 -0.377
N 0.4239 -0.5460 -0.2228 -3.53 2.89 1.84 -0.143
N -0.8212 0.5385 0.3474 3.04 -1.47 -0.99 -0.340
O 1.5217 0.5096 1.4783 1.83 -2.64 -0.87 -0.376
H -3.0002 0.6185 0.3724 -0.29 0.54 1.77 0.281
H -2.5564 -0.7158 -0.5891 1.57 0.99 0.04 0.238
H -0.9349 0.9946 -1.8616 -0.20 0.41 2.04 0.204
H -1.4242 2.4569 -0.7977 0.23 -2.26 0.77 0.267
H 2.1903 -2.2435 -0.0944 -0.14 -0.57 -0.17 0.274
H 3.0085 -1.4822 1.2285 0.60 -0.40 -0.39 0.287
H 0.2520 -0.9228 -1.1526 0.52 -0.17 0.43 0.279
H 0.8325 1.1313 1.2519 -1.03 0.55 0.06 0.490
```
Forces are in eV/Å.

---

# 9
DFT (wB97M-V/def2-TZVPD) results for a cluster of 2 separate species, C3H8N3O2 in total at a distorted geometry.

HOMO energy	-13.4979	eV
DFT total energy	-433.5048	Ha
gap between HOMO and LUMO	9.3	eV
charge	+1
energy relative to the best compared isomer or geometry (same formula, charge and spin)	74.6	kcal/mol

Geometry as XYZ:
```
16
Properties=species:S:1:pos:R:3:forces:R:3:mulliken_charge:R:1
C 0.2044 0.6033 -1.2498 -0.59 -0.54 1.71 -0.162
C -0.3703 0.2718 1.2960 0.74 1.91 -1.10 0.754
C -0.8465 -1.6707 2.5951 -0.30 -0.13 0.84 -0.818
N 1.1996 1.4338 -1.3281 0.62 0.82 -0.20 -0.008
N -0.6151 -0.9723 1.3205 -0.22 -1.03 -0.16 -0.129
N -0.3122 0.0642 -2.3274 0.11 0.08 -0.81 -0.264
O -0.1821 1.3268 1.7182 -0.23 -1.00 -0.15 -0.248
O 1.8643 1.7497 -2.5373 -0.18 -0.59 0.17 -0.449
H -0.1838 -1.2756 3.3635 0.02 -0.02 -0.11 0.326
H -1.8810 -1.5465 2.9214 0.11 0.00 -0.13 0.323
H -0.6378 -2.7275 2.4526 0.06 0.08 -0.10 0.338
H 1.6748 1.7762 -0.5031 -0.03 -0.11 -0.20 0.250
H -0.6825 -1.5202 0.4724 0.16 0.49 -0.13 0.284
H -1.1385 -0.5062 -2.2841 0.09 0.07 0.06 0.209
H 0.0468 0.2826 -3.2519 -0.06 -0.04 0.06 0.239
H 1.8599 2.7105 -2.6579 -0.29 0.00 0.24 0.356
```
Forces are in eV/Å.

---

# 10
DFT (wB97M-V/def2-TZVPD) results for a cluster of 2 separate species, C3H8N3O2 in total at a distorted geometry.

HOMO energy (alpha / beta)	-12.4186 / -12.4168	eV
DFT total energy	-433.4227	Ha
gap between HOMO and LUMO (alpha / beta)	8.1 / 8.1	eV
charge	+1
energy relative to the best compared isomer or geometry (same formula, charge and spin)	126.2	kcal/mol

Geometry as XYZ:
```
16
Properties=species:S:1:pos:R:3:forces:R:3:mulliken_charge:R:1
C -0.1866 -1.1212 1.4435 1.30 1.26 -2.04 0.159
C 0.1341 0.4244 -1.8991 3.42 2.71 0.51 -0.480
C -0.1118 1.6478 -0.9737 0.05 1.36 -1.64 -0.213
N 1.1955 0.1681 0.1678 -0.47 -1.48 0.02 -0.064
N -0.7592 -0.2790 2.2678 -0.08 -1.67 -0.14 -0.206
N 1.0053 -0.3404 -1.0168 0.98 0.09 -0.03 0.069
O -0.3812 -2.4034 1.5487 -2.41 1.10 2.96 -0.437
O 0.6266 1.3459 0.2381 0.05 0.16 -0.09 -0.176
H -0.7046 -0.1343 -2.0667 -2.25 -1.14 -1.12 0.352
H 0.7396 0.8431 -2.7725 -1.19 -1.35 0.72 0.260
H 0.4215 2.6258 -1.4357 -1.85 -2.16 1.30 0.314
H -1.2117 1.6811 -0.7533 1.17 0.74 0.03 0.236
H -0.7801 0.7140 2.0174 0.24 -0.70 0.56 0.234
H -1.2028 -0.6687 3.0915 -0.51 0.56 0.23 0.251
H 0.0718 -3.1505 1.2098 1.36 -0.20 -1.15 0.369
H 1.1437 -1.3527 -1.0669 0.19 0.72 -0.13 0.331
```
Forces are in eV/Å.

---

# 11
DFT (wB97M-V/def2-TZVPD) results for a cluster of 2 separate species, C3H8N3P in total at a distorted geometry.

HOMO energy	-9.3260	eV
DFT total energy	-624.6268	Ha
SMILES	[H]/N=P/N.N=C1CC1
gap between HOMO and LUMO	9.7	eV
energy relative to the best compared isomer or geometry (same formula, charge and spin)	25.9	kcal/mol

Geometry as XYZ:
```
15
Properties=species:S:1:pos:R:3:forces:R:3:mulliken_charge:R:1
C 1.2658 0.1831 0.2447 0.38 -1.57 1.50 0.438
C -0.0364 -0.3318 0.3387 -2.46 -3.73 -2.62 -0.559
C 0.9645 -0.7572 1.4045 -0.73 3.45 -0.60 -0.693
N 2.0614 0.8691 -0.3971 1.30 1.15 -0.71 -0.596
N -1.8589 2.0531 -0.5561 1.20 0.37 -0.26 -0.610
N -2.6237 0.2268 -2.1184 -0.38 1.09 1.15 -0.617
P -1.3829 1.3762 -1.8938 -1.34 0.24 0.71 0.368
H -0.8925 0.3298 0.4626 0.23 -0.40 0.68 0.464
H -0.3026 -1.2953 -0.3400 0.54 2.57 1.08 0.104
H 1.3298 -1.7125 1.4653 0.72 -2.13 -0.05 0.314
H 0.6738 -0.2690 2.2942 0.45 0.30 1.29 0.256
H 2.9830 0.8940 0.0542 -0.24 -0.04 -0.15 0.260
H -1.0882 2.6628 -0.2338 -0.65 0.14 -0.20 0.270
H -3.2199 0.0463 -1.2755 0.70 0.50 -0.98 0.324
H -2.0730 -0.5691 -2.2818 0.29 -1.93 -0.84 0.276
```
Forces are in eV/Å.

---

# 12
DFT (wB97M-V/def2-TZVPD) results for a cluster of 2 separate species, C3H8N3S in total at a distorted geometry.

HOMO energy (alpha / beta)	-12.2734 / -12.2363	eV
DFT total energy	-681.0846	Ha
gap between HOMO and LUMO (alpha / beta)	4.4 / 4.3	eV
charge	+1
energy relative to the best compared isomer or geometry (same formula, charge and spin)	144.1	kcal/mol

Geometry as XYZ:
```
15
Properties=species:S:1:pos:R:3:forces:R:3:mulliken_charge:R:1
C 0.3444 0.7443 1.2565 0.36 4.60 -0.99 0.074
C -0.9576 2.4438 0.6758 -0.10 1.40 -0.33 -0.273
C 1.5459 -2.9706 -1.1091 -0.40 -1.57 -0.70 -0.679
N 0.3300 2.0980 1.1715 -0.31 -2.28 1.32 -0.407
N -0.5761 0.1067 0.6041 -1.66 -2.47 -1.18 -0.565
N -1.4312 1.1295 0.0009 -0.74 -2.20 -1.10 -0.041
S 0.6790 -1.5328 -1.6667 0.07 0.14 0.45 0.231
H 1.0974 0.1884 1.7242 1.09 -0.53 0.67 0.436
H -1.7144 2.7174 1.4818 0.88 -0.55 -0.90 0.268
H -0.8645 3.3072 -0.0300 -0.42 -0.93 0.29 0.292
H 1.5058 -2.9578 0.0367 -0.24 -0.76 -1.64 0.283
H 2.5844 -3.0146 -1.4280 0.45 0.90 0.22 0.344
H 1.2183 -3.9189 -1.7878 -0.21 1.85 2.26 0.323
H -2.3891 0.7189 0.1030 0.51 1.16 0.91 0.395
H -1.3725 0.9408 -1.0330 0.72 1.24 0.72 0.319
```
Forces are in eV/Å.